# C4H17N2O2

3 unconnected molecules or ions with the total composition C4H17N2O2 (wB97M-V/def2-TZVPD, the Open Molecules 2025 dataset).

Last columns: bonded neighbours and bond lengths (Å).
Element x y z (Å)
1 C 1.26 -0.08 0.88  N2 1.492, C3 1.531, H7 1.102, H8 1.067
2 N 1.45 1.33 1.34  C1 1.492, H9 1.012, H10 1.018
3 C -0.24 -0.41 0.86  C1 1.531, N4 1.598, C6 1.530, H11 1.103
4 N -0.48 -0.93 -0.63  C3 1.598, C5 1.560, H12 1.030, H13 1.085
5 C -2.02 -1.02 -0.88  N4 1.560, H14 1.084, H15 1.077, H16 1.093
6 C -0.66 -1.51 1.83  C3 1.530, H17 1.082, H18 1.092, H19 1.130
7 H 1.91 -0.71 1.51  C1 1.102
8 H 1.64 -0.27 -0.09  C1 1.067
9 H 1.34 1.42 2.34  N2 1.012
10 H 2.45 1.42 1.18  N2 1.018
11 H -0.82 0.52 0.97  C3 1.103
12 H -0.20 -1.92 -0.72  N4 1.030
13 H -0.04 -0.33 -1.42  N4 1.085
14 H -2.20 -1.52 -1.83  C5 1.084
15 H -2.37 -0.01 -0.78  C5 1.077
16 H -2.30 -1.69 -0.06  C5 1.093
17 H -0.67 -1.13 2.84  C6 1.082
18 H -0.33 -2.53 1.59  C6 1.092
19 H -1.73 -1.84 1.68  C6 1.130
20 H 0.51 2.96 -0.58  O22 0.961
21 H -0.66 3.21 -1.73  O22 0.960
22 O -0.06 2.62 -1.28  H20 0.961, H21 0.960
23 H 2.00 0.50 -2.81  O25 0.967
24 H 0.81 1.34 -2.15  O25 0.981
25 O 1.41 0.57 -2.05  H23 0.967, H24 0.981

Strongest force on any atom: 3.01 eV Å⁻¹
Expectation value of S²: 0.7505
Kohn-Sham gap (spin up / spin down): 0.11264 / 0.38926 hartree
Spin multiplicity: 2
Highest occupied orbital energy (spin up / spin down): -2.43 / -10.07 eV